Version 1
Computed, not measured: C24H29N3O5S in the gas phase, with ωB97M-V/def2-TZVPD.

Each atom is followed by the atoms it is bonded to, with distances in Å.
Element x y z (Å)
1 C 2.187 -2.358 -5.942  C2 1.524, H60 1.087, H61 1.088, H62 1.088
2 C 2.523 -2.311 -4.456  C1 1.524, H3 1.091, H4 1.091, C5 1.528
3 H 3.264 -1.530 -4.283  C2 1.091
4 H 2.944 -3.267 -4.139  C2 1.091
5 C 1.278 -2.016 -3.622  C2 1.528, C6 1.510, C48 1.521, H59 1.093
6 C 0.905 -0.553 -3.649  C5 1.510, O7 1.209, O8 1.336
7 O 1.687 0.369 -3.653  C6 1.209
8 O -0.418 -0.400 -3.539  C6 1.336, C9 1.428
9 C -0.919 0.893 -3.201  O8 1.428, C10 1.537, H46 1.090, H47 1.095
10 C -0.809 1.045 -1.676  C9 1.537, O11 1.207, N12 1.360
11 O -1.768 0.993 -0.945  C10 1.207
12 N 0.481 1.190 -1.272  C10 1.360, C13 1.395, H45 1.017
13 C 0.989 0.984 0.012  N12 1.395, C14 1.391, C18 1.395
14 C 0.274 0.298 0.989  C13 1.391, C15 1.376, H44 1.076
15 C 0.874 0.054 2.203  C14 1.376, C16 1.380, S22 1.789
16 C 2.150 0.487 2.498  C15 1.380, C17 1.386, H21 1.078
17 C 2.858 1.175 1.524  C16 1.386, C18 1.382, H20 1.079
18 C 2.287 1.413 0.289  C13 1.395, C17 1.382, H19 1.080
19 H 2.848 1.925 -0.479  C18 1.080
20 H 3.863 1.515 1.725  C17 1.079
21 H 2.577 0.256 3.460  C16 1.078
22 S -0.029 -0.878 3.434  C15 1.789, O23 1.429, O24 1.432, N25 1.683
23 O -1.057 -1.652 2.812  S22 1.429
24 O 0.911 -1.548 4.283  S22 1.432
25 N -0.720 0.328 4.383  S22 1.683, C26 1.400, H43 1.012
26 C -1.669 1.204 3.843  N25 1.400, N27 1.264, C34 1.503
27 N -1.342 2.424 3.807  C26 1.264, C28 1.438
28 C -2.253 3.453 3.381  N27 1.438, C29 1.532, H41 1.095, H42 1.098
29 C -2.801 3.285 1.960  C28 1.532, C30 1.526, H39 1.093, H40 1.092
30 C -3.944 2.281 1.863  C29 1.526, C31 1.525, H37 1.092, H38 1.094
31 C -3.494 0.840 2.082  C30 1.525, H32 1.089, H33 1.092, C34 1.530
32 H -2.728 0.594 1.348  C31 1.089
33 H -4.344 0.178 1.900  C31 1.092
34 C -2.980 0.557 3.495  C26 1.503, C31 1.530, H35 1.089, H36 1.096
35 H -2.867 -0.518 3.630  C34 1.089
36 H -3.717 0.922 4.220  C34 1.096
37 H -4.385 2.352 0.866  C30 1.092
38 H -4.719 2.541 2.590  C30 1.094
39 H -3.158 4.261 1.622  C29 1.093
40 H -1.989 2.975 1.299  C29 1.092
41 H -1.685 4.386 3.442  C28 1.095
42 H -3.092 3.521 4.085  C28 1.098
43 H 0.028 0.830 4.844  N25 1.012
44 H -0.715 -0.082 0.803  C14 1.076
45 H 1.182 1.338 -1.993  N12 1.017
46 H -1.967 0.904 -3.500  C9 1.090
47 H -0.352 1.669 -3.727  C9 1.095
48 C 1.436 -2.241 -2.126  C5 1.521, C49 1.391, C53 1.389
49 C 0.343 -2.672 -1.380  C48 1.391, C50 1.383, H58 1.081
50 C 0.445 -2.838 -0.011  C49 1.383, C51 1.385, H57 1.079
51 C 1.643 -2.571 0.633  C50 1.385, C52 1.384, H56 1.080
52 C 2.728 -2.124 -0.099  C51 1.384, C53 1.385, H55 1.080
53 C 2.624 -1.949 -1.469  C48 1.389, C52 1.385, H54 1.079
54 H 3.473 -1.583 -2.025  C53 1.079
55 H 3.661 -1.903 0.397  C52 1.080
56 H 1.717 -2.701 1.703  C51 1.080
57 H -0.409 -3.160 0.565  C50 1.079
58 H -0.593 -2.877 -1.879  C49 1.081
59 H 0.428 -2.601 -3.981  C5 1.093
60 H 3.081 -2.562 -6.526  C1 1.087
61 H 1.775 -1.405 -6.268  C1 1.088
62 H 1.457 -3.138 -6.149  C1 1.088

Computed properties:
M: 471.579 g/mol
SMILES string: CC[C@H](C(=O)OCC(=O)Nc1cccc(S(=O)(=O)NC2=NCCCCC2)c1)c1ccccc1

---

Version 2
Computed, not measured: C24H29N3O5S in the gas phase, with ωB97M-V/def2-TZVPD.

Each atom is followed by the atoms it is bonded to, with distances in Å.
Element x y z (Å)
1 C -6.883 -3.423 -1.377  C2 1.500, H60 1.087, H61 1.091, H62 1.089
2 C -6.688 -2.339 -0.360  C1 1.500, C3 1.387, C7 1.386
3 C -5.752 -1.339 -0.583  C2 1.387, C4 1.394, H59 1.079
4 C -5.521 -0.318 0.338  C3 1.394, C5 1.406, N14 1.401
5 C -6.303 -0.279 1.506  C4 1.406, C6 1.385, C10 1.501
6 C -7.217 -1.296 1.731  C5 1.385, C7 1.383, H9 1.081
7 C -7.408 -2.323 0.824  C2 1.386, C6 1.383, H8 1.080
8 H -8.134 -3.097 1.028  C7 1.080
9 H -7.815 -1.268 2.632  C6 1.081
10 C -6.228 0.860 2.481  C5 1.501, H11 1.088, H12 1.087, H13 1.091
11 H -7.215 1.052 2.896  C10 1.088
12 H -5.873 1.761 1.987  C10 1.087
13 H -5.562 0.633 3.314  C10 1.091
14 N -4.603 0.712 0.096  C4 1.401, C15 1.447, C52 1.449
15 C -4.229 1.052 -1.259  N14 1.447, H16 1.091, C17 1.536, H58 1.097
16 H -5.077 0.880 -1.923  C15 1.091
17 C -2.985 0.302 -1.758  C15 1.536, N18 1.449, H56 1.090, H57 1.095
18 N -1.884 0.440 -0.826  C17 1.449, S19 1.681, C50 1.448
19 S -0.982 1.853 -0.958  N18 1.681, O20 1.438, O21 1.434, C22 1.785
20 O -1.406 2.869 -0.032  S19 1.438
21 O -0.933 2.188 -2.351  S19 1.434
22 C 0.610 1.232 -0.444  S19 1.785, C23 1.381, C27 1.387
23 C 1.171 1.636 0.751  C22 1.381, C24 1.388, H49 1.079
24 C 2.401 1.138 1.157  C23 1.388, C25 1.387, H48 1.077
25 C 3.041 0.230 0.327  C24 1.387, C26 1.400, N33 1.395
26 C 2.468 -0.168 -0.887  C25 1.400, C27 1.375, C29 1.499
27 C 1.247 0.328 -1.281  C22 1.387, C26 1.375, H28 1.078
28 H 0.781 0.050 -2.212  C27 1.078
29 C 3.383 -1.121 -1.596  C26 1.499, H30 1.092, H31 1.090, C32 1.537
30 H 3.768 -0.667 -2.511  C29 1.092
31 H 2.874 -2.044 -1.872  C29 1.090
32 C 4.501 -1.365 -0.569  C29 1.537, N33 1.465, H46 1.095, H47 1.090
33 N 4.272 -0.400 0.509  C25 1.395, C32 1.465, C34 1.364
34 C 5.102 -0.207 1.575  N33 1.364, O35 1.213, C36 1.520
35 O 4.826 0.528 2.498  C34 1.213
36 C 6.432 -0.939 1.511  C34 1.520, H37 1.090, H38 1.090, C39 1.538
37 H 6.315 -1.940 1.096  C36 1.090
38 H 6.806 -1.024 2.531  C36 1.090
39 C 7.436 -0.144 0.657  C36 1.538, H40 1.095, C41 1.510, H45 1.089
40 H 6.909 0.549 -0.006  C39 1.095
41 C 8.254 -1.049 -0.234  C39 1.510, O42 1.203, O43 1.333
42 O 7.850 -2.058 -0.750  C41 1.203
43 O 9.490 -0.585 -0.417  C41 1.333, H44 0.971
44 H 9.996 -1.164 -1.009  O43 0.971
45 H 8.108 0.450 1.274  C39 1.089
46 H 4.438 -2.380 -0.163  C32 1.095
47 H 5.490 -1.238 -1.009  C32 1.090
48 H 2.850 1.445 2.086  C24 1.077
49 H 0.636 2.352 1.354  C23 1.079
50 C -2.255 0.099 0.532  N18 1.448, H51 1.091, C52 1.537, H55 1.096
51 H -1.397 0.318 1.171  C50 1.091
52 C -3.488 0.884 1.006  N14 1.449, C50 1.537, H53 1.088, H54 1.095
53 H -3.762 0.542 2.001  C52 1.088
54 H -3.225 1.946 1.040  C52 1.095
55 H -2.459 -0.977 0.562  C50 1.096
56 H -2.649 0.716 -2.709  C17 1.090
57 H -3.179 -0.769 -1.875  C17 1.095
58 H -3.989 2.123 -1.267  C15 1.097
59 H -5.193 -1.367 -1.506  C3 1.079
60 H -7.793 -3.984 -1.176  C1 1.087
61 H -6.042 -4.118 -1.355  C1 1.091
62 H -6.943 -3.005 -2.381  C1 1.089

Computed properties:
M: 471.579 g/mol
SMILES string: Cc1ccc(C)c(N2CCN(S(=O)(=O)c3ccc4c(c3)CCN4C(=O)CCC(=O)O)CC2)c1

---

Best to worst by energy: version 1, version 2.